{
  "formula": "C5H7NO2",
  "method": "ωB97M-V/def2-TZVPD",
  "symbols": ["O", "O", "N", "C", "C", "C", "C", "C", "H", "H", "H", "H", "H", "H", "H"],
  "xyz": [[1.772287, 0.879842, 0.876213], [0.571224, 2.278739, 2.245615], [-0.487950, 0.322394, -0.624283], [-0.499019, 1.408204, 0.266506], [-0.350560, -1.000601, -0.017860], [0.636375, 1.641760, 1.296093], [-0.492811, -2.044207, -1.069051], [-0.661352, -2.881618, -2.011080], [-0.349955, 2.582694, -0.321025], [-0.744961, -1.250026, 0.726297], [-1.124384, -3.543473, -3.072187], [-1.421417, 1.368913, 0.946937], [2.641997, 1.068331, 1.702415], [-0.139146, 0.252278, -1.347387], [0.649672, -1.083229, 0.402796]],
  "forces_ev_per_angstrom": [[2.839, 2.010, 4.445], [-0.054, 2.569, 3.661], [-8.652, -0.237, 16.635], [0.102, 4.035, -0.067], [7.554, 2.355, -11.150], [1.553, -4.492, -4.678], [-1.107, -3.645, -4.158], [-1.136, 1.774, 0.413], [-1.139, -3.649, 1.423], [-7.882, -2.850, 10.951], [2.005, 2.464, 4.269], [0.982, 0.499, -1.258], [-4.159, -0.731, -3.762], [8.121, 0.040, -16.232], [0.973, -0.141, -0.495]],
  "mulliken_charge": [-0.56, -0.47, -0.21, -0.30, -1.00, 0.47, -0.34, -0.16, 0.26, 0.84, 0.31, 0.28, 0.38, 0.07, 0.42],
  "de_lowest_kj_mol": 779.3,
  "orbital_gap_ev": 9.41
}

=====

{
  "formula": "C5H7NO2",
  "method": "ωB97M-V/def2-TZVPD",
  "symbols": ["O", "O", "N", "C", "C", "C", "C", "C", "H", "H", "H", "H", "H", "H", "H"],
  "xyz": [[-0.016531, 2.475401, 1.761596], [-2.240348, 2.938172, 1.478413], [0.431164, -1.145062, 0.796329], [0.015709, 1.211532, -3.022463], [-0.142852, 1.218910, -1.688380], [0.549574, -2.501574, 1.304015], [-1.163367, 0.618969, -2.484117], [-1.130115, 2.704521, 1.624049], [1.319432, -0.846653, 0.405250], [-0.419087, -2.819604, 1.685766], [0.884797, -3.235940, 0.556808], [0.282615, 1.503679, -0.755433], [0.630591, 1.479353, -3.846851], [-0.265571, -1.103023, 0.057621], [1.263989, -2.498682, 2.127398]],
  "forces_ev_per_angstrom": [[1.643, -0.302, 0.162], [-1.594, 0.331, -0.183], [-0.045, 0.327, -0.273], [-0.694, -0.235, 1.871], [-0.080, -0.172, -1.984], [0.100, -0.177, -0.046], [0.605, 0.279, 0.104], [-0.054, -0.032, 0.013], [-0.177, 0.012, -0.019], [0.035, -0.068, 0.078], [-0.055, 0.031, 0.129], [0.035, 0.045, 0.581], [0.183, 0.071, -0.517], [0.161, 0.018, 0.043], [-0.063, -0.127, 0.042]],
  "mulliken_charge": [-0.36, -0.35, -0.45, 0.06, -0.05, -0.78, -0.74, 0.71, 0.21, 0.29, 0.26, 0.34, 0.36, 0.22, 0.28],
  "de_lowest_kj_mol": 381.5,
  "smiles": "C1=CC=1.O=C=O.CN",
  "orbital_gap_ev": 9.80
}

=====

{
  "formula": "C5H7NO2",
  "method": "ωB97M-V/def2-TZVPD",
  "symbols": ["O", "O", "N", "C", "C", "C", "C", "C", "H", "H", "H", "H", "H", "H", "H"],
  "xyz": [[0.237212, 2.025170, -0.715902], [-2.814962, -0.123111, -1.133342], [-0.231621, -0.089411, 0.072088], [2.650955, -0.721176, -0.540306], [-1.593876, -0.118264, 0.980897], [0.602025, 0.943218, -0.361643], [2.115530, 0.532436, -0.697868], [-2.780224, -0.281845, 0.076061], [-3.773660, -0.231761, 0.601749], [3.703699, -0.969146, -0.645706], [-1.622455, 0.800690, 1.581128], [1.904176, -1.431998, -0.294893], [2.677118, 1.412097, -1.068245], [-1.501227, -1.070972, 1.524832], [0.427313, -0.675933, 0.621150]],
  "forces_ev_per_angstrom": [[-0.307, 0.969, 0.314], [0.623, -0.892, 1.723], [0.129, -1.389, 3.136], [-1.174, 3.245, -0.338], [3.050, -0.132, -2.721], [0.538, -0.963, -1.563], [-0.076, -1.064, 0.745], [-1.499, 2.539, -1.644], [0.528, -0.726, 0.122], [-0.342, 0.023, -0.223], [-0.342, -0.483, 0.010], [0.022, -1.207, 0.348], [-0.343, -0.641, 0.435], [0.116, 0.675, 0.343], [-0.922, 0.045, -0.688]],
  "mulliken_charge": [-0.55, -0.44, -0.28, -0.67, -0.38, 0.41, -0.10, 0.01, 0.31, 0.26, 0.32, 0.28, 0.31, 0.32, 0.18],
  "de_lowest_kj_mol": 232.8,
  "smiles": "C=CC(=O)NCC=O",
  "orbital_gap_ev": 10.52
}

=====

{
  "formula": "C5H7NO2",
  "method": "ωB97M-V/def2-TZVPD",
  "symbols": ["O", "O", "N", "C", "C", "C", "C", "C", "H", "H", "H", "H", "H", "H", "H"],
  "xyz": [[-1.525018, -1.970122, 1.680490], [-2.835692, -1.698028, -0.839296], [-1.452926, 0.137421, -1.171035], [0.872927, 0.084877, -0.030021], [-0.982827, -1.247838, 0.894523], [0.521809, -0.612441, 1.294247], [-0.308348, 0.875824, -0.651227], [-1.864628, -0.877155, -0.545695], [1.164870, -1.441927, 1.557274], [0.067380, 1.446827, -1.506086], [-3.269201, -1.420213, -1.659574], [-0.678169, 1.596904, 0.086847], [1.695456, 0.788417, 0.106175], [0.358683, 0.073517, 2.117809], [1.188044, -0.673221, -0.751886]],
  "forces_ev_per_angstrom": [[0.084, 0.111, -0.268], [-0.629, -0.514, -0.009], [-0.845, -0.585, -0.440], [0.045, 0.212, 0.036], [-0.452, -0.474, 0.403], [-3.178, -0.216, -2.835], [0.322, 0.123, 0.088], [4.314, 1.138, 2.754], [0.007, -0.095, 0.111], [0.063, 0.019, 0.269], [0.084, 0.155, -0.031], [0.050, 0.084, -0.080], [0.108, -0.023, -0.122], [-0.051, 0.011, 0.133], [0.079, 0.053, -0.009]],
  "mulliken_charge": [-0.50, -0.42, -0.62, -0.56, 0.28, -0.44, -0.54, 0.53, 0.29, 0.35, 0.38, 0.30, 0.34, 0.30, 0.30],
  "de_lowest_kj_mol": 142.5,
  "smiles": "O=C1CCCN=C1O",
  "orbital_gap_ev": 9.66
}

=====

{
  "formula": "C5H7NO2",
  "method": "ωB97M-V/def2-TZVPD",
  "symbols": ["O", "O", "N", "C", "C", "C", "C", "C", "H", "H", "H", "H", "H", "H", "H"],
  "xyz": [[-1.060265, -1.135983, -0.381459], [-2.902392, -0.178635, -0.118339], [-0.932843, 0.878826, 0.729067], [1.394476, 0.574102, -0.261405], [-1.715483, -0.099631, 0.067141], [1.459861, -0.643470, 0.279628], [0.102079, 1.270276, -0.192022], [0.210603, -1.563655, 0.264722], [-0.235171, -2.097714, 1.027347], [-0.240642, 1.250669, -1.257693], [-1.533302, 1.966093, 0.772779], [2.170740, -1.521370, 0.499018], [2.179871, 1.250645, -0.487201], [0.345297, 2.345393, -0.196316], [0.757173, -2.295548, -0.745262]],
  "forces_ev_per_angstrom": [[3.244, -0.878, -0.330], [-0.422, 1.815, 0.616], [-2.727, 4.378, -0.443], [0.301, -1.341, 2.506], [-1.940, -0.322, 0.600], [-1.023, -2.782, 0.129], [0.681, 1.723, -3.425], [1.204, 0.253, -6.203], [0.577, -1.430, 2.204], [-0.450, -0.211, 0.383], [1.599, -4.884, 0.265], [0.394, 2.613, -0.455], [1.084, -0.102, -0.257], [-0.254, -0.242, 1.041], [-2.267, 1.408, 3.370]],
  "mulliken_charge": [-0.35, -0.59, -0.46, -0.59, 0.59, -0.34, -0.41, -0.44, 0.48, 0.34, 0.37, 0.31, 0.39, 0.45, 0.24],
  "de_lowest_kj_mol": 401.4,
  "orbital_gap_ev": 9.99
}

=====

{
  "formula": "C5H7NO2S2",
  "method": "ωB97M-V/def2-TZVPD",
  "symbols": ["S", "S", "O", "O", "N", "C", "C", "C", "C", "C", "H", "H", "H", "H", "H", "H", "H"],
  "xyz": [[-2.784636, 2.195085, -1.134199], [-1.408190, 2.556085, 1.444528], [-2.452490, -1.038594, -1.140137], [-0.975792, -0.259485, -2.481693], [-1.453306, -0.359584, -1.361296], [-1.664926, 1.641366, -0.074334], [2.279218, -1.344679, 0.689009], [0.992225, -1.166858, -0.036709], [0.273081, 0.173996, 0.300926], [-0.835199, 0.463893, -0.320044], [-2.276901, 3.461552, 1.134612], [2.538689, -0.291592, 0.863576], [3.076028, -1.757016, 0.103487], [1.146833, -1.129256, -1.145255], [0.796998, 0.755923, 1.101310], [2.346385, -1.832557, 1.772769], [0.401983, -2.068280, 0.283451]],
  "forces_ev_per_angstrom": [[0.413, -0.401, 0.296], [1.235, -1.730, -0.096], [1.216, 0.824, 0.825], [0.360, 0.150, 0.725], [-0.792, -1.454, -1.915], [-0.955, 1.747, 0.012], [1.503, 1.257, 2.719], [-1.449, -0.597, -0.165], [2.216, -2.672, 0.814], [-1.730, 1.404, 0.609], [-0.880, 0.950, -0.357], [0.971, -0.285, 0.287], [0.273, -0.426, -0.346], [-0.128, -0.483, 0.899], [-1.093, -0.090, -0.916], [-0.806, 0.784, -2.431], [-0.353, 1.021, -0.958]],
  "mulliken_charge": [-0.23, -0.19, -0.54, -0.51, 0.91, 0.19, -1.16, -0.01, -0.35, 0.02, 0.15, 0.27, 0.34, 0.29, 0.28, 0.25, 0.27],
  "de_lowest_kj_mol": 416.6,
  "smiles": "CC/C=C(/C(=S)S)[N+](=O)[O-]",
  "orbital_gap_ev": 7.94
}